83
Properties=species:S:1:pos:R:3:forces:R:3:mulliken_charge:R:1 method="wB97M-V/def2-TZVPD" e_homo_ev=-12.50 molar_mass_g_mol=649.376 charge=+1
O 5.043535 0.616045 4.666369 -0.2 0.0 0.0 -0.618
H -0.009068 -2.049964 -2.088571 -0.5 -0.1 1.5 0.461
O -8.592421 1.434079 2.169799 0.2 0.0 0.3 -0.593
H -7.309904 -0.995115 3.347775 -0.1 -0.1 0.0 0.312
H -3.772347 -0.653765 -1.556511 1.0 -0.9 1.2 0.400
C 2.087200 -3.156709 -0.752469 0.5 -2.1 1.1 -0.077
H -2.643050 2.208918 0.051909 1.1 0.9 0.0 0.159
H 5.057497 0.516366 5.626213 0.1 0.0 -0.1 0.297
O 0.118623 5.298998 -0.077702 0.2 0.1 0.2 -0.561
H -6.432587 0.021119 0.034111 -0.1 0.0 0.1 0.329
H -8.136979 2.086793 2.716401 -0.1 0.0 -0.1 0.313
H -7.804760 0.671119 0.136193 -0.1 -0.1 0.1 0.243
H -8.170062 -0.950219 -1.828445 0.0 0.0 0.0 0.387
O 4.694131 0.557432 1.461556 0.2 -0.1 0.2 -0.494
H 5.293855 1.827154 -0.221678 0.0 -0.1 -0.1 0.231
H 4.079065 -2.161498 2.294322 0.0 -0.1 -0.1 0.259
O 5.709284 1.929124 -1.088923 0.0 0.0 0.1 -0.598
H -8.494746 -1.948542 3.313976 0.1 -0.1 -0.1 0.297
H -9.288991 1.093341 2.744405 0.0 0.1 -0.2 0.299
H -2.075517 3.673649 -4.121518 0.0 0.1 0.1 0.308
H 5.852989 0.471928 -3.891547 -0.1 0.1 -0.1 0.280
O 5.342914 1.285611 -3.976594 0.0 -0.1 0.1 -0.634
O -7.318169 -0.014908 -0.343028 0.2 0.2 0.1 -0.634
O 0.539418 -0.294278 5.119555 -0.1 -0.2 -0.4 -0.590
H 1.249993 0.796540 -0.562719 -0.2 1.5 0.8 -0.074
C -0.589249 2.029129 -0.935826 0.5 1.3 0.1 0.725
H 1.618095 2.568634 -0.818237 -1.1 -1.1 1.2 0.210
H -7.688790 -1.310611 -3.228445 -0.2 0.0 0.0 0.286
O 6.376463 -3.408981 -2.119966 -0.3 0.1 0.2 -0.609
C -0.308811 -2.183075 -0.996350 0.4 -0.5 1.4 -0.592
H 5.417483 -6.916727 -2.165164 0.1 -0.1 0.0 0.305
H 4.328590 1.244885 4.505776 0.1 -0.1 0.0 0.319
C -1.637900 2.747996 0.069946 0.6 -0.7 0.1 -0.990
H 4.135030 -0.230634 1.458295 0.0 0.2 -0.1 0.397
H 6.599215 -2.482553 -1.965411 0.1 -0.1 0.0 0.289
I -1.037789 -0.341432 1.896901 -0.4 -0.1 -1.0 0.049
C 0.894447 1.852871 -0.275554 -0.6 -0.3 -1.2 -0.642
O -4.409154 0.125702 3.451453 -0.7 -3.1 -3.5 -0.484
O 8.127140 0.262462 -0.153784 -0.1 -0.2 0.2 -0.638
H -5.158237 -2.015965 0.069770 1.6 0.4 0.4 0.419
H 3.643771 -1.911634 -0.942309 -0.8 -0.3 -0.3 0.336
C 0.980828 -2.260413 -0.001681 0.5 0.2 -1.1 -0.239
O -7.535729 -1.924193 3.210804 0.1 0.3 0.1 -0.596
H -0.371800 5.976910 0.404202 0.0 0.0 -0.1 0.276
O -8.431269 -1.433918 -2.626237 0.2 0.0 0.0 -0.606
H -0.366955 0.367346 -2.400129 -1.2 0.1 1.1 0.457
H 6.573851 1.508538 -0.985402 0.1 0.0 0.0 0.340
C -4.136732 -1.629901 0.452179 -1.3 -1.1 -1.1 -0.814
O 1.004077 4.936706 -3.212789 0.0 -0.3 0.2 -0.633
O -4.436278 -0.397751 1.193269 0.6 -2.6 2.0 -0.120
O 3.519845 -2.048461 1.513357 0.0 -0.2 0.2 -0.595
O 2.087133 -4.391873 -0.608884 0.1 4.4 -1.0 -0.517
C -4.541723 -0.762927 2.584324 0.8 3.9 2.6 0.052
H -0.355612 -0.187479 4.774236 0.0 0.1 0.4 0.252
H 0.687693 -2.720088 1.010959 0.5 0.5 -1.8 0.413
H 5.384524 1.682368 -3.094192 0.0 0.0 0.0 0.371
H -0.431259 2.787898 -1.792437 -0.5 -1.5 1.1 0.084
H 0.729798 -1.232228 4.991610 0.0 0.1 0.2 0.329
H 1.005151 5.337622 0.303221 -0.1 0.0 -0.1 0.293
H 1.865324 4.516100 -3.098364 0.0 0.1 -0.2 0.323
P -1.478908 -0.754221 -0.467759 0.1 -0.7 -1.6 0.324
H 0.580304 4.845927 -2.348998 0.0 0.2 0.0 0.294
H 2.958104 -2.834298 1.509313 0.2 0.0 0.1 0.253
H 5.416631 -3.440599 -2.010512 0.1 -0.1 -0.1 0.346
H 8.990970 -0.156116 -0.052451 -0.1 0.1 -0.2 0.309
H -3.159128 -2.378773 -1.396683 0.1 1.3 0.8 0.491
H 5.255758 0.443354 2.240766 -0.1 0.2 0.0 0.245
C -3.235691 -1.380381 -0.845316 -0.9 0.0 0.6 -0.600
H -1.724220 3.841417 -0.229740 -0.1 -1.7 0.5 0.171
H -2.130205 0.955388 -2.155180 1.3 -0.5 0.8 0.518
H -0.868628 -3.176642 -0.835158 0.7 1.6 -0.5 0.461
H -1.227343 2.674546 1.144894 -0.8 0.3 -1.7 0.268
H -4.690616 -1.832009 2.949151 0.0 1.0 -1.3 0.445
O 6.375301 -6.884691 -2.274383 -0.2 0.2 0.1 -0.637
H -3.734444 -2.470503 1.134602 -0.3 1.5 -1.1 0.450
H 0.857926 2.029807 0.849079 0.3 -0.3 -1.6 0.238
O -2.254985 3.965882 -3.219256 0.0 0.0 -0.1 -0.592
H 7.714144 0.159892 0.712623 0.0 0.0 -0.1 0.291
H 6.597684 -5.956668 -2.119784 0.1 -0.1 -0.1 0.326
H -2.171239 4.926540 -3.264618 0.0 -0.1 0.0 0.289
O 3.069625 -2.454140 -1.533324 -1.4 -1.1 1.6 -0.449
H 1.445878 -1.236979 0.196408 -0.8 -1.3 -0.4 0.380
C -1.147952 0.695728 -1.625719 0.4 1.2 -0.1 -0.972

---

23
Properties=species:S:1:pos:R:3:forces:R:3:lowdin_spin:R:1 method="wB97M-V/def2-TZVPD" e_above_lowest_kcal_mol=0.0 e_homo_ev="-11.54 / -11.86" molar_mass_g_mol=451.020 charge=+1 s2=15.76 multiplicity=8
C -1.346027 -1.520761 0.938450 -2.0 1.4 2.8 0.001
C -0.869460 2.761388 1.606306 0.2 -0.9 -0.4 0.000
O -2.002987 -1.057728 1.756263 1.4 -1.7 -2.0 0.005
Eu 0.552355 -2.494777 -0.649373 -1.1 -2.0 -1.4 7.016
H 2.485299 -2.046272 -1.029873 0.6 0.5 0.2 -0.022
O 2.600892 -0.083816 0.675789 -1.1 -1.3 -1.2 0.006
H -2.836761 2.999778 -1.196548 0.3 -0.3 0.4 0.000
C 0.466923 -0.504332 -2.581421 -0.2 2.9 -2.5 -0.002
C -0.377149 1.448347 1.382770 -0.4 1.7 -0.3 0.000
O 2.298354 -3.822106 2.638740 -1.4 1.1 -3.7 0.003
H 0.345506 1.006773 2.075076 -0.3 0.0 -0.3 0.000
N -0.737479 0.780610 0.282790 -0.1 -0.4 -0.4 0.003
C 2.395569 -4.301405 -2.827947 1.2 -3.3 -3.0 -0.001
C -1.740460 3.291777 0.647422 0.0 0.4 0.6 0.000
C 1.873506 -3.512537 1.613714 1.5 -1.1 3.8 0.000
H -1.944541 0.673967 -1.456869 0.3 -0.2 0.3 0.000
C -2.145073 2.569647 -0.463203 0.4 -1.0 0.0 0.000
Br -0.364585 3.799456 3.143240 -0.2 -0.7 -0.8 0.000
C -1.623066 1.264234 -0.595806 -0.1 1.7 0.4 0.000
C 1.880860 -0.822886 0.149404 2.2 2.5 2.0 -0.012
O 2.796644 -5.080631 -3.590391 -1.4 3.2 3.1 0.000
H -2.135834 4.285415 0.811805 0.1 0.1 -0.1 0.000
O 0.427514 0.365861 -3.330337 0.2 -2.8 2.4 0.002

---

24
Properties=species:S:1:pos:R:3:forces:R:3:lowdin_spin:R:1 method="wB97M-V/def2-TZVPD" e_above_lowest_kcal_mol=108.5 e_homo_ev="-1.16 / -2.03" molar_mass_g_mol=385.531 charge=-2 s2=0.76 multiplicity=2
H -0.753695 -2.427601 -1.333430 -0.1 -0.1 0.1 0.000
C 0.287057 -1.309341 3.696599 0.1 -0.3 0.0 0.000
Cl 1.275430 -3.225828 -0.452322 0.2 -0.2 0.0 0.008
S -0.478780 2.468350 1.295207 -0.1 0.0 0.0 0.299
N 1.490684 -0.266181 6.685380 0.0 0.0 0.0 0.000
N 0.277037 -1.281448 2.532853 0.0 0.3 -0.3 0.002
C -0.640514 1.725624 -3.378118 -0.1 -0.2 0.1 -0.002
C 1.325821 1.197757 -2.125147 0.1 0.0 -0.2 -0.002
N 0.218908 -1.515334 4.973197 -0.1 0.1 -0.2 0.000
C 0.916842 -0.805331 5.830400 0.1 -0.1 0.1 0.000
Cl -3.111202 0.732637 -2.953481 0.0 0.0 0.0 0.001
Ti 0.227046 -0.511984 0.415393 -1.7 0.4 -1.2 0.250
C -0.828128 0.157695 -1.488649 1.0 0.5 0.5 -0.011
H 1.291211 2.570351 -3.793911 0.0 0.0 0.0 0.000
C 0.724853 1.893525 -3.161363 0.2 0.0 0.0 0.001
C -0.358347 -2.423812 -0.325623 0.3 -0.2 0.3 -0.002
C -1.287396 1.092660 1.162611 0.1 -0.2 0.1 0.244
H -1.149571 2.254972 -4.172379 0.0 0.0 0.0 0.000
C 0.514125 0.373913 -1.363938 0.8 0.0 0.2 -0.005
C -1.346244 0.873490 -2.544806 -0.8 -0.2 -0.1 -0.001
H 2.380594 1.303642 -1.896385 0.0 0.0 0.0 0.000
Cl 2.524727 0.044215 0.765175 0.1 0.0 0.2 0.005
H -0.926420 -3.054919 0.357737 -0.1 0.1 -0.1 0.001
S -2.574029 0.132946 1.275005 0.1 0.1 0.2 0.212